1.
{
  "formula": "C30H90O15",
  "method": "ωB97M-V/def2-TZVPD",
  "elements": ["C", "C", "O", "H", "H", "H", "H", "H", "H", "C", "C", "O", "H", "H", "H", "H", "H", "H", "C", "C", "O", "H", "H", "H", "H", "H", "H", "C", "C", "O", "H", "H", "H", "H", "H", "H", "C", "C", "O", "H", "H", "H", "H", "H", "H", "C", "C", "O", "H", "H", "H", "H", "H", "H", "C", "C", "O", "H", "H", "H", "H", "H", "H", "C", "C", "O", "H", "H", "H", "H", "H", "H", "C", "C", "O", "H", "H", "H", "H", "H", "H", "C", "C", "O", "H", "H", "H", "H", "H", "H", "C", "C", "O", "H", "H", "H", "H", "H", "H", "C", "C", "O", "H", "H", "H", "H", "H", "H", "C", "C", "O", "H", "H", "H", "H", "H", "H", "C", "C", "O", "H", "H", "H", "H", "H", "H", "C", "C", "O", "H", "H", "H", "H", "H", "H"],
  "coordinates": [[-1.4491, 4.4918, 2.7487], [-2.4039, 3.3313, 2.5615], [-2.7179, 3.2489, 1.1535], [-1.3016, 4.6687, 3.8110], [-1.9372, 5.4008, 2.3789], [-0.5847, 4.3399, 2.1053], [-3.3466, 3.4320, 3.1109], [-1.9773, 2.3849, 2.9116], [-3.3197, 2.4965, 1.0634], [1.7408, 0.4340, 5.0671], [0.6780, 0.5273, 4.0073], [0.9950, 1.6211, 3.1483], [1.6356, -0.4742, 5.6689], [1.7202, 1.2877, 5.7427], [2.7230, 0.3336, 4.6016], [-0.3330, 0.7193, 4.3903], [0.6488, -0.4044, 3.4252], [0.4627, 1.5639, 2.3239], [3.1973, -1.7092, 2.0587], [3.2872, -2.5658, 3.3002], [3.9858, -3.7702, 3.0288], [2.5746, -2.1805, 1.2956], [4.1920, -1.6565, 1.6097], [2.8066, -0.7170, 2.2765], [2.2758, -2.7616, 3.6873], [3.7711, -2.0285, 4.1279], [3.8668, -4.3692, 3.7700], [-3.6868, -2.9845, -2.5109], [-2.7191, -3.4834, -1.4499], [-2.0799, -2.4384, -0.7295], [-4.2405, -3.8414, -2.9064], [-3.2257, -2.4435, -3.3344], [-4.4496, -2.3467, -2.0585], [-1.9630, -4.1344, -1.9000], [-3.2598, -4.0575, -0.6960], [-1.3199, -2.0754, -1.2124], [1.3745, 4.0401, -1.0965], [0.7471, 4.6702, -2.3297], [0.0922, 5.8770, -1.9573], [0.6677, 3.7483, -0.3150], [2.0944, 4.7454, -0.6777], [1.9043, 3.1049, -1.3096], [0.0740, 3.9293, -2.7794], [1.5132, 4.9315, -3.0592], [-0.7352, 5.5779, -1.5351], [4.1777, 2.1294, 0.5825], [4.9745, 1.4952, 1.7030], [6.0037, 2.4171, 2.0769], [3.9958, 3.1729, 0.8461], [3.2154, 1.6628, 0.3634], [4.7046, 2.1554, -0.3736], [5.3295, 0.5011, 1.4099], [4.3767, 1.3635, 2.6137], [6.5191, 2.0017, 2.7751], [-1.2220, -2.8591, 3.2471], [-2.4413, -3.5662, 2.6530], [-2.3735, -4.9772, 2.8552], [-0.2883, -3.2181, 2.8111], [-1.2300, -2.9010, 4.3336], [-1.2780, -1.8095, 2.9286], [-2.4937, -3.3108, 1.5865], [-3.3588, -3.2208, 3.1277], [-1.5728, -5.2758, 2.3781], [-3.6936, 6.2969, -2.3453], [-3.5287, 5.7653, -0.9390], [-2.2860, 5.0718, -0.8250], [-2.8647, 6.9269, -2.6774], [-4.6280, 6.8328, -2.5045], [-3.6751, 5.4705, -3.0613], [-4.3955, 5.1022, -0.7818], [-3.6138, 6.4649, -0.0995], [-2.3213, 4.5367, -0.0081], [0.5699, -4.5419, 0.1047], [1.0717, -5.4805, 1.1736], [-0.0770, -6.1449, 1.7185], [-0.2968, -3.9730, 0.4426], [0.2224, -5.1305, -0.7486], [1.3565, -3.8653, -0.2334], [1.6424, -4.9496, 1.9487], [1.7678, -6.2621, 0.8471], [0.1553, -7.0310, 2.0024], [3.9912, 2.2946, -3.5383], [3.0037, 1.1404, -3.6249], [3.6313, 0.1030, -4.3797], [3.5405, 3.2432, -3.2496], [4.5581, 2.4058, -4.4608], [4.7473, 2.0451, -2.7889], [2.0716, 1.3542, -4.1666], [2.6460, 0.8427, -2.6305], [3.6422, -0.7221, -3.8658], [0.4213, -3.0163, -3.8083], [0.4590, -1.4982, -3.6562], [-0.6839, -1.1611, -2.8444], [0.6349, -3.5193, -2.8642], [1.2243, -3.2765, -4.5087], [-0.5098, -3.3477, -4.2601], [0.3985, -1.1047, -4.6743], [1.3894, -1.1625, -3.1947], [-0.9228, -0.2528, -3.0746], [0.5725, -0.6799, 0.1613], [-0.3611, 0.4391, -0.2671], [-0.3389, 1.4187, 0.7656], [1.5289, -0.1897, 0.3624], [0.7365, -1.4453, -0.5946], [0.2755, -1.1414, 1.1037], [-1.3767, 0.0796, -0.4454], [0.0213, 0.8725, -1.1953], [-1.0336, 2.0594, 0.5591], [-6.0699, -1.5777, 1.9407], [-4.8362, -2.0475, 1.2010], [-3.8472, -1.0531, 1.1822], [-6.7485, -2.3916, 2.1817], [-6.6022, -0.7898, 1.4043], [-5.7510, -1.0880, 2.8673], [-5.1580, -2.3317, 0.1845], [-4.4601, -3.0057, 1.5864], [-3.1044, -1.3539, 0.6356], [5.2158, -1.0703, -1.0324], [4.9949, -2.3589, -1.7919], [3.9223, -2.2085, -2.7160], [5.9600, -1.2838, -0.2604], [4.3123, -0.7337, -0.5238], [5.5954, -0.2508, -1.6430], [4.7354, -3.1354, -1.0581], [5.9108, -2.7237, -2.2703], [3.6729, -3.0681, -3.0699], [-4.1696, 0.6938, -2.1237], [-4.2798, 2.2139, -2.1538], [-3.0029, 2.7706, -2.4473], [-4.4519, 0.2452, -3.0800], [-4.8834, 0.2609, -1.4212], [-3.1492, 0.4009, -1.8893], [-4.5751, 2.5985, -1.1664], [-5.0435, 2.5748, -2.8518], [-2.8773, 3.6197, -1.9924]],
  "lowdin_charge": [-0.056, -0.267, -0.117, 0.086, 0.078, 0.079, 0.119, 0.106, 0.106, -0.084, -0.329, -0.109, 0.075, 0.077, 0.058, 0.110, 0.081, 0.033, -0.075, -0.326, -0.075, 0.059, 0.063, 0.062, 0.104, 0.109, 0.083, -0.074, -0.288, -0.127, 0.079, 0.066, 0.056, 0.104, 0.113, 0.040, -0.085, -0.314, -0.092, 0.056, 0.082, 0.048, 0.108, 0.104, 0.030, -0.078, -0.312, -0.076, 0.081, 0.058, 0.061, 0.084, 0.103, 0.079, -0.065, -0.322, -0.085, 0.055, 0.080, 0.061, 0.073, 0.106, 0.036, -0.067, -0.288, -0.129, 0.082, 0.079, 0.075, 0.109, 0.118, 0.054, -0.075, -0.280, -0.089, 0.060, 0.078, 0.066, 0.096, 0.118, 0.097, -0.073, -0.327, -0.098, 0.059, 0.077, 0.056, 0.105, 0.095, 0.031, -0.070, -0.265, -0.108, 0.059, 0.078, 0.078, 0.124, 0.085, 0.095, -0.062, -0.270, -0.093, 0.062, 0.064, 0.068, 0.092, 0.108, 0.066, -0.077, -0.361, -0.081, 0.076, 0.069, 0.076, 0.103, 0.082, 0.043, -0.086, -0.287, -0.096, 0.082, 0.056, 0.079, 0.112, 0.117, 0.094, -0.072, -0.305, -0.096, 0.074, 0.070, 0.053, 0.097, 0.111, 0.029],
  "multiplicity": 1,
  "homo_energy_ev": -9.48,
  "max_force_ev_per_a": 1.644,
  "e_tot_ev": -63279.5027,
  "orbital_gap_ev": 9.78
}

2.
{
  "formula": "C30H90O30",
  "method": "ωB97M-V/def2-TZVPD",
  "elements": ["C", "C", "O", "O", "H", "H", "H", "H", "H", "H", "C", "C", "O", "O", "H", "H", "H", "H", "H", "H", "C", "C", "O", "O", "H", "H", "H", "H", "H", "H", "C", "C", "O", "O", "H", "H", "H", "H", "H", "H", "C", "C", "O", "O", "H", "H", "H", "H", "H", "H", "C", "C", "O", "O", "H", "H", "H", "H", "H", "H", "C", "C", "O", "O", "H", "H", "H", "H", "H", "H", "C", "C", "O", "O", "H", "H", "H", "H", "H", "H", "C", "C", "O", "O", "H", "H", "H", "H", "H", "H", "C", "C", "O", "O", "H", "H", "H", "H", "H", "H", "C", "C", "O", "O", "H", "H", "H", "H", "H", "H", "C", "C", "O", "O", "H", "H", "H", "H", "H", "H", "C", "C", "O", "O", "H", "H", "H", "H", "H", "H", "C", "C", "O", "O", "H", "H", "H", "H", "H", "H", "C", "C", "O", "O", "H", "H", "H", "H", "H", "H"],
  "coordinates": [[3.5625, 4.0264, 0.6334], [5.0426, 3.8972, 0.1560], [5.1336, 4.4484, -1.1466], [2.5793, 3.0224, 0.2526], [3.1497, 5.0082, 0.4013], [3.5843, 3.9262, 1.7186], [5.2740, 2.8349, 0.0782], [5.7365, 4.4216, 0.8129], [4.9873, 5.3968, -1.1205], [2.9844, 2.3682, -0.3215], [2.3098, -4.5040, -0.5264], [1.5632, -4.9684, 0.7633], [1.8741, -6.3092, 1.0773], [3.6224, -4.0664, -0.2870], [1.8782, -3.6079, -0.9723], [2.3767, -5.1913, -1.3698], [0.4948, -4.8715, 0.5703], [1.8868, -4.2507, 1.5172], [2.8235, -6.4177, 0.9855], [4.0013, -3.9008, -1.1533], [-3.9778, 1.9298, -4.7034], [-2.8752, 0.8186, -4.5605], [-1.5815, 1.3773, -4.1384], [-5.3077, 1.4904, -4.9331], [-3.8116, 2.6651, -5.4907], [-3.9492, 2.5609, -3.8151], [-2.7119, 0.1557, -5.4102], [-3.0696, 0.1206, -3.7462], [-1.1828, 0.8364, -3.4527], [-5.7285, 1.5736, -4.0743], [0.0952, 2.6887, 5.3145], [0.5807, 1.4043, 4.5527], [-0.1453, 1.3458, 3.2504], [0.6325, 3.8381, 4.8601], [0.3915, 2.4482, 6.3355], [-0.9924, 2.6708, 5.2443], [0.4802, 0.4576, 5.0835], [1.6211, 1.5621, 4.2684], [-0.0137, 2.2041, 2.8410], [0.0246, 4.0914, 4.1616], [-3.4969, 1.5035, 3.8646], [-3.4957, 0.2764, 4.7595], [-2.1839, -0.0681, 5.3345], [-2.7589, 1.2697, 2.7145], [-3.2240, 2.4256, 4.3778], [-4.4847, 1.7358, 3.4666], [-3.7735, -0.5553, 4.1121], [-4.3152, 0.4460, 5.4578], [-2.2833, -0.3046, 6.2596], [-1.8296, 1.0985, 2.8840], [-0.8150, 5.1806, 0.0019], [-0.5280, 3.7640, 0.3901], [0.3587, 3.6173, 1.4382], [-1.6608, 5.8504, 0.8731], [-1.3428, 5.2461, -0.9495], [0.0507, 5.8028, -0.2254], [-0.1174, 3.2151, -0.4573], [-1.5078, 3.3102, 0.5395], [1.2117, 3.7034, 1.0063], [-1.9138, 6.6836, 0.4689], [-0.0634, -0.4192, 0.4107], [0.6743, -0.2754, -0.9256], [-0.2825, -0.0821, -1.9665], [-0.9108, -1.4754, 0.5087], [-0.6454, 0.4827, 0.6004], [0.6507, -0.4597, 1.2332], [1.2232, -1.2163, -0.9642], [1.3589, 0.5565, -1.0910], [-1.0067, -0.6874, -1.7912], [-1.1003, -1.5486, 1.4470], [-2.8874, -3.2664, -2.1094], [-2.1159, -4.5230, -1.7225], [-2.8856, -5.6955, -1.7531], [-2.0173, -2.1523, -1.9340], [-3.7909, -3.1271, -1.5158], [-3.1834, -3.3692, -3.1534], [-1.7143, -4.5711, -0.7103], [-1.2076, -4.5746, -2.3228], [-2.2781, -6.4352, -1.6803], [-1.6909, -2.2462, -1.0361], [2.0174, 4.4671, -3.3488], [1.0082, 3.3770, -3.7528], [-0.1904, 3.9295, -4.2551], [2.1951, 5.5224, -4.3600], [2.9430, 4.1408, -2.8746], [1.5971, 4.9653, -2.4751], [0.6697, 2.7402, -2.9355], [1.5001, 2.6566, -4.4064], [-0.6591, 3.0956, -4.3355], [1.2922, 5.7701, -4.5720], [5.4016, 0.4806, -3.7296], [4.0732, 0.9367, -3.1547], [4.2310, 1.8137, -2.0284], [5.9314, -0.7133, -3.1345], [6.1838, 1.2393, -3.7025], [5.2007, 0.2945, -4.7847], [3.4570, 0.0551, -2.9780], [3.6215, 1.5169, -3.9593], [4.8412, 2.5057, -2.2939], [6.6747, -0.4928, -2.5684], [1.1605, -1.1675, -5.2031], [0.7079, -2.3884, -4.4146], [1.1920, -3.6041, -4.8059], [2.6483, -1.1833, -5.1191], [0.7332, -0.2371, -4.8290], [0.7562, -1.2492, -6.2121], [-0.3722, -2.5312, -4.4497], [1.0973, -2.2261, -3.4095], [2.0551, -3.3559, -5.1450], [3.0409, -0.5964, -5.7695], [-3.7177, 0.6798, -0.6431], [-4.7980, -0.1296, 0.2017], [-6.1082, 0.4106, 0.1234], [-3.3656, 1.8201, 0.1268], [-4.0433, 0.9640, -1.6437], [-2.7659, 0.1486, -0.6382], [-4.6308, -0.2199, 1.2750], [-4.7785, -1.1856, -0.0679], [-6.1804, 0.9753, 0.8963], [-2.9019, 1.5023, 0.9050], [4.5313, 0.3106, 1.8004], [3.7947, -0.6910, 2.7536], [4.5499, -1.8165, 3.1640], [5.4439, 1.1854, 2.4053], [3.8612, 0.9782, 1.2589], [5.0553, -0.2851, 1.0530], [2.8802, -1.1046, 2.3285], [3.5950, -0.1847, 3.6980], [5.0217, -2.1876, 2.4147], [6.2250, 0.7050, 2.6893], [-0.3006, -3.7378, 3.7304], [-0.1701, -2.2488, 3.9414], [-1.2038, -1.5335, 3.2713], [-1.3374, -4.4078, 4.4561], [0.6378, -4.1564, 4.0941], [-0.3318, -4.0185, 2.6777], [0.7209, -1.8834, 3.4308], [-0.2335, -1.9765, 4.9949], [-1.5299, -0.8172, 3.8210], [-2.2215, -4.1361, 4.1988], [-3.8016, -4.3065, 1.9280], [-4.7684, -4.2586, 3.0310], [-4.2296, -3.7432, 4.2485], [-3.5256, -2.9693, 1.4877], [-4.2057, -4.7703, 1.0282], [-2.8731, -4.7611, 2.2735], [-5.1048, -5.2900, 3.1362], [-5.5826, -3.5598, 2.8390], [-4.8981, -3.1576, 4.6117], [-3.0766, -2.5226, 2.2091]],
  "lowdin_charge": [-0.169, -0.202, -0.083, -0.104, 0.120, 0.119, 0.103, 0.125, 0.094, 0.051, -0.244, -0.223, -0.050, -0.080, 0.095, 0.123, 0.102, 0.110, 0.086, 0.086, -0.230, -0.152, -0.110, -0.061, 0.117, 0.114, 0.113, 0.099, 0.033, 0.080, -0.291, -0.124, -0.117, -0.006, 0.120, 0.109, 0.101, 0.111, 0.046, 0.092, -0.233, -0.166, -0.071, -0.083, 0.119, 0.130, 0.108, 0.124, 0.105, 0.035, -0.274, -0.242, -0.061, -0.048, 0.122, 0.113, 0.118, 0.110, 0.031, 0.088, -0.263, -0.166, -0.084, -0.052, 0.112, 0.110, 0.104, 0.115, 0.022, 0.049, -0.187, -0.260, -0.055, -0.100, 0.113, 0.128, 0.106, 0.121, 0.090, 0.042, -0.191, -0.255, -0.057, -0.069, 0.094, 0.098, 0.105, 0.103, 0.035, 0.066, -0.229, -0.214, -0.086, -0.059, 0.125, 0.107, 0.116, 0.105, 0.063, 0.079, -0.161, -0.298, -0.041, -0.086, 0.101, 0.118, 0.125, 0.104, 0.077, 0.078, -0.164, -0.213, -0.064, -0.098, 0.109, 0.087, 0.100, 0.091, 0.074, 0.020, -0.227, -0.220, -0.072, -0.058, 0.100, 0.116, 0.094, 0.113, 0.078, 0.091, -0.218, -0.187, -0.101, -0.052, 0.126, 0.100, 0.111, 0.126, 0.027, 0.026, -0.218, -0.235, -0.063, -0.073, 0.133, 0.119, 0.125, 0.132, 0.090, 0.047],
  "multiplicity": 1,
  "homo_energy_ev": -9.14,
  "max_force_ev_per_a": 4.304,
  "e_tot_ev": -93984.9322,
  "orbital_gap_ev": 9.21
}